No. 1
Below is a structure of composition C44H47AlClN5O4Se, with properties calculated with ωB97M-V with the def2-TZVPD basis set.

```
! RIJCOSX wB97M-V def2-TZVPD def2/J DEFGRID3
* xyz -2 1
H -1.2524 -2.3687 -2.9742
H -3.2463 -0.2222 -3.8357
H -1.8353 1.6685 5.8468
H -2.7293 -1.5376 -4.9266
N 0.1829 2.7002 -0.0738
C 0.1974 4.9372 0.1633
C -0.4276 -0.5980 -3.8129
C -2.1389 -1.4160 3.2687
H 1.5166 2.7006 -2.5341
H -1.8797 -2.4998 -0.8316
N 0.5308 1.5159 2.7299
H 2.0307 -5.8953 -1.2602
H 4.3393 1.3021 3.4444
H -1.3644 2.7414 1.7130
Se -3.0665 1.8685 -1.5073
C -2.8604 -1.2417 -3.8807
H -2.9200 -1.7204 3.9765
C -1.6692 -0.5565 0.9627
H 1.3396 3.5957 1.5012
C -1.4296 -2.8410 0.1001
C 1.8198 1.4187 2.9548
N -0.2429 1.1129 -2.0453
C -1.9968 2.5987 2.5806
H 4.0999 -0.2392 -3.3102
H 4.5406 -3.6896 -2.1643
O 3.4463 2.2621 6.2021
C 1.6259 -3.2023 -0.4891
H 1.5814 4.7045 -3.9613
C 1.1623 3.7772 -4.3580
H -5.2595 2.6677 3.4815
H -1.1886 -4.5710 2.2189
H -3.0518 -4.1620 0.6175
H -4.3131 -2.5122 1.9948
H 1.4296 -0.9228 -6.6495
H -2.6681 -4.1151 3.0743
H -1.2486 2.7056 -3.0312
H -3.6120 -1.8949 -3.4274
C -3.3698 2.7525 2.4662
O 3.8811 0.8547 1.9205
H 1.4025 3.7132 -5.4231
C 1.1026 1.2646 -4.0675
C 3.6792 -3.1735 -1.7521
C 2.8608 -5.3517 -0.8017
C -2.2576 2.0012 4.9103
H 0.0781 3.8297 -4.2582
H 5.1650 -1.6531 -3.3318
H -3.7740 2.9945 1.4903
C 1.5498 0.7180 -5.2646
C -0.0490 -2.0861 2.0792
C -1.5416 -1.3204 -3.1087
H 0.4693 -1.2213 2.5067
H 5.2405 -0.5045 -1.9886
C -2.5244 -3.3123 1.0658
C 0.0634 -1.1292 -5.0036
H 0.9249 -3.7977 0.0751
C -1.1442 2.2648 -2.0412
H -3.4551 -0.1617 2.0964
C 1.0481 -0.4866 -5.7329
H 2.3290 1.2327 -5.8210
C -0.5890 3.2419 -1.0689
H -1.1561 5.2917 -1.6019
H 2.8586 -5.5918 0.2644
C -1.1556 -2.5625 3.0256
C -4.1860 2.5536 3.5714
C 2.6631 1.0083 1.7729
C -3.6278 2.1808 4.7878
H -2.1215 -0.2565 0.0088
N 0.3724 -1.0807 -0.1735
H 2.7960 2.5221 -3.7351
C -0.6156 4.6122 -0.9607
C -0.6358 -1.6659 0.7144
H -1.6051 -0.5707 3.7152
H 3.7900 -5.7286 -1.2317
H 0.4188 5.9236 0.5454
C 2.4254 -1.1581 -1.4188
C 0.6715 3.7525 0.6713
H -4.2640 1.9985 5.6455
O 2.0470 0.8884 0.6778
O 4.5174 1.5480 4.4106
C 2.7250 -3.8651 -1.0247
C 4.5665 -1.0046 -2.6893
C 0.1157 0.5958 -3.3059
H -3.9750 -1.8587 0.3816
C 1.7098 2.5654 -3.5986
C -1.4512 2.2253 3.8030
N -0.0361 1.9860 3.8435
C 0.8999 2.1827 4.8026
C -3.5144 -2.1748 1.3223
H 0.6956 -2.8740 1.9564
C 2.1335 1.8195 4.2900
Al 0.5165 0.8406 -0.3648
C 1.4217 -1.8155 -0.6605
H -0.3444 -2.0708 -5.3599
C -2.7637 -0.9917 1.9371
C 3.4176 1.8951 5.0479
H -0.7860 -3.6868 -0.1446
H 2.3398 -0.0906 -1.6078
Cl 0.5217 2.8798 6.3109
C -1.8918 -3.7479 2.3919
H -1.6813 -0.8662 -2.1295
H -0.7111 -2.8747 3.9773
C 3.5243 -1.7977 -1.9440
H -1.1570 0.3234 1.3714
*
```

Its HOMO energy is -0.921 eV. The value obtained for the molar mass is 851.3 g/mol. As for the gap between HOMO and LUMO: 4.941 eV.

Results of the Mulliken charge analysis, in e, for atoms 1 through 99:
1 H 0.57
2 H 0.31
3 H 0.40
4 H 0.39
5 N 1.48
6 C -1.18
7 C 0.38
8 C -1.12
9 H -0.28
10 H 0.00
11 N 1.21
12 H 0.32
13 H 0.43
14 H 0.50
15 Se -0.65
16 C -1.62
17 H 0.44
18 C -0.91
19 H 0.30
20 C -0.78
21 C 0.01
22 N 1.24
23 C -0.04
24 H 0.21
25 H 0.23
26 O -0.65
27 C -0.82
28 H 0.39
29 C -1.57
30 H 0.40
31 H 0.56
32 H 0.28
33 H 0.53
34 H 0.34
35 H 0.58
36 H 0.36
37 H 0.39
38 C -0.90
39 O -1.01
40 H 0.39
41 C 0.94
42 C -1.01
43 C -1.77
44 C -0.42
45 H 0.32
46 H 0.42
47 H 0.44
48 C -0.34
49 C -0.92
50 C 0.98
51 H -0.11
52 H 0.28
53 C 0.26
54 C -0.47
55 H 0.62
56 C -0.87
57 H 0.35
58 C -1.03
59 H 0.39
60 C 0.36
61 H 0.52
62 H 0.33
63 C 0.41
64 C -0.47
65 C 0.75
66 C -0.83
67 H -0.61
68 N 0.70
69 H 0.58
70 C -1.08
71 C 1.23
72 H 0.02
73 H 0.38
74 H 0.40
75 C 0.20
76 C -0.37
77 H 0.33
78 O -0.14
79 O -0.57
80 C 0.01
81 C -1.55
82 C -1.32
83 H 0.54
84 C -0.26
85 C 0.20
86 N -0.28
87 C -0.53
88 C -1.62
89 H 0.71
90 C 0.04
91 Al -1.03
92 C 1.41
93 H 0.43
94 C 0.95
95 C 0.46
96 H 0.47
97 H 0.21
98 Cl -0.17
99 C -1.66

No. 2
Below is a structure of composition C44H47Br2CsN6O9S2 at a distorted geometry, with properties calculated with ωB97M-V with the def2-TZVPD basis set.

```
! RIJCOSX wB97M-V def2-TZVPD def2/J DEFGRID3
* xyz -2 1
N 1.8570 -3.7411 -2.6957
H 4.5655 3.8959 -6.5750
H 0.8848 -3.6375 -4.5771
C -4.6549 4.1517 1.8768
C 3.5612 -0.3229 -0.6393
N 4.6307 1.6587 0.3880
C -1.9614 -1.3466 -1.7178
Cs -0.7779 0.7369 0.6229
C 0.2880 -4.0098 3.4677
C -0.9137 4.6362 2.0246
H 0.3758 1.7147 3.2919
C -0.1664 0.0427 -6.0876
H 2.9304 3.9640 -5.8879
H 3.8273 2.5203 -3.9636
H -2.5505 -2.3084 0.1188
N 0.2242 -2.5331 1.6012
H 2.0455 1.2995 -3.8596
H 0.1074 -4.6779 -3.3569
H 5.9375 2.8428 -0.6994
H 0.1618 5.8247 -2.1282
C 2.3091 1.3296 -6.0277
O -2.5615 -0.0930 2.1604
H 3.3857 -3.5872 -0.5380
C 0.1391 -4.8950 1.2355
H -5.5588 5.8183 1.8723
C 5.5369 1.8306 -0.7281
H -0.0402 1.7647 5.7328
C -4.0956 -2.8666 -2.8543
H 4.2454 1.1771 -8.0491
H 0.0197 -2.9096 -3.2072
H 5.0274 1.7102 -1.6801
C -0.1280 4.9144 -1.5998
H 0.0235 0.0660 -8.2293
C -3.7796 -2.9748 -1.5005
H -0.8137 4.3250 -2.2071
H 4.2897 -2.6732 -1.7720
H 2.2283 -5.7192 -3.1765
C 3.5872 3.4057 -6.5570
H 1.2644 4.8497 0.8708
C 0.6506 -3.7433 -3.5122
S 1.3645 3.9150 -1.3617
C 4.6068 1.1506 -7.0212
H 4.4755 0.9193 -4.3393
C 0.2540 -2.7179 2.9207
H -4.3661 -3.6451 -0.8746
C 2.0130 4.7923 0.0817
C 0.4641 0.3523 -7.2814
C 3.7071 1.9548 -6.0696
C 0.2730 0.7800 3.8357
C 0.2282 -5.0763 2.6018
H 2.1641 1.2459 -8.1801
H -3.3025 5.8401 1.9488
H 2.6052 -0.0259 -1.0784
H -3.5644 -1.9539 -4.7174
C 2.1529 -2.5967 -1.9976
O 1.4534 -1.6140 -2.0681
C -1.3829 -0.6048 -4.0116
N -2.3422 2.6283 1.9247
O 0.9439 2.5611 -0.9241
H 3.4746 -4.6013 -3.7513
H 3.3839 -5.0354 -2.0348
C -2.7515 -2.2226 -0.9485
O 3.5028 -1.6543 -0.1513
C 0.0422 0.8246 5.2083
H 0.3688 -4.1731 4.5310
H 3.1642 3.4452 -7.5629
C -2.2822 3.9560 1.9645
C 0.1550 -3.5740 0.7956
O 3.2717 0.3505 1.6294
O -0.8460 5.7432 1.4249
C -4.7270 2.7719 1.8343
C 2.7897 -4.8205 -2.9214
O -4.6722 0.0238 1.3942
N -0.3384 0.0952 -3.7440
C -3.4120 4.7618 1.9326
C 1.6821 1.0069 -7.2392
C 4.8515 2.5138 1.5400
C 0.2189 -1.5052 3.7669
H -5.6656 2.2403 1.7706
H 5.6243 1.5521 -7.0095
C -0.0041 -1.5766 5.1469
Br -0.3535 -0.4452 7.7391
H 4.9708 3.5479 1.2138
C -3.5402 2.0488 1.8502
H 2.3115 5.7910 -0.2432
C 1.6404 1.0675 -4.8361
C 3.4019 -2.6608 -1.1145
C 4.3837 1.9461 -4.7001
H 4.3457 -0.2501 -1.4005
C -0.0802 -0.3902 5.8446
C 3.8082 0.5705 0.5653
H -0.5662 5.1596 -0.6306
H 5.7468 2.2155 2.0994
H 0.0975 -3.3491 -0.2671
N 0.3758 -0.3392 3.1482
Br 0.2823 -6.8605 3.3029
H -4.9167 -3.4382 -3.2748
H 5.3839 2.3807 -4.7837
H 3.9916 2.4375 2.1990
H -0.1379 -2.5172 5.6576
C -3.5962 0.5043 1.7881
H 4.6437 0.1084 -6.6981
H 0.0603 -5.7300 0.5556
H 6.3829 1.1327 -0.6841
C 0.3904 0.4402 -4.8549
O -5.8127 4.8912 1.8659
H 2.8771 4.2282 0.4311
S -1.6189 -0.8485 -5.8038
C -3.3448 -2.0346 -3.6532
C -2.2728 -1.3084 -3.0984
O -0.0145 4.0795 2.6850
*
```

Its HOMO energy is -1.082 eV. The value obtained for the molar mass is 1160.7 g/mol. As for the gap between HOMO and LUMO: 4.416 eV.

Results of the Mulliken charge analysis, in e, for atoms 1 through 99:
1 N 0.48
2 H 0.43
3 H 0.41
4 C 1.24
5 C 0.25
6 N 0.47
7 C 0.91
8 Cs 1.43
9 C -0.79
10 C 0.24
11 H 0.50
12 C 1.07
13 H 0.35
14 H 0.24
15 H 0.49
16 N 0.46
17 H 0.56
18 H 0.38
19 H 0.34
20 H 0.38
21 C 0.57
22 O -0.62
23 H 0.38
24 C -0.97
25 H 0.27
26 C -0.71
27 H 0.54
28 C -0.86
29 H 0.35
30 H 0.00
31 H 0.01
32 C -0.93
33 H 0.38
34 C -0.78
35 H 0.30
36 H 0.42
37 H 0.36
38 C -1.77
39 H -0.01
40 C -0.96
41 S 0.53
42 C -1.81
43 H 0.39
44 C 0.67
45 H 0.36
46 C -0.07
47 C -1.19
48 C 2.32
49 C -0.31
50 C -0.26
51 H 0.31
52 H 0.33
53 H -0.04
54 H 0.33
55 C 0.65
56 O -0.02
57 C 0.16
58 N -0.02
59 O -0.47
60 H 0.27
61 H 0.34
62 C -0.56
63 O -0.39
64 C -0.92
65 H 0.43
66 H 0.38
67 C -0.23
68 C -0.59
69 O -0.65
70 O -0.85
71 C -0.79
72 C -1.08
73 O -0.84
74 N -0.11
75 C -0.50
76 C -0.46
77 C -1.25
78 C 0.58
79 H 0.54
80 H 0.45
81 C -1.15
82 Br -0.25
83 H 0.45
84 C 0.60
85 H 0.42
86 C 0.28
87 C -1.21
88 C -2.03
89 H 0.33
90 C -0.06
91 C 0.04
92 H 0.20
93 H 0.31
94 H 0.77
95 N 0.43
96 Br -0.26
97 H 0.34
98 H 0.52
99 H 0.29